DFT (ωB97M-V/def2-TZVPD) results for a molecular structure, C28H53FGeN4O9PRb.

Structure (XYZ):
```
98
Properties=species:S:1:pos:R:3:lowdin_spin:R:1
Rb -0.3484 -0.6002 0.6300 0.003
Ge 0.1524 0.0198 4.1339 0.000
P 2.3328 0.2606 -1.6357 0.000
F 0.8647 -2.2473 -6.2950 0.000
O -3.8116 -1.4908 -3.7910 0.000
O 1.6042 0.0648 2.9145 0.000
O -0.4449 -3.1354 -0.6244 0.000
O -0.7868 1.2188 2.9948 0.000
O -0.3442 -1.3715 -2.0024 0.000
O -1.1336 -0.5710 -7.3386 0.000
O -0.6217 -1.4488 3.2435 0.000
O -0.0380 2.6876 -1.2204 -0.006
O -3.8623 -0.7092 -0.2712 0.556
N -1.7932 -2.5761 -3.8839 0.000
N -3.1674 0.2739 -0.5039 0.413
N -1.0478 1.7561 -1.1846 -0.013
N -2.4485 -1.1070 -5.5590 0.000
C -1.8859 -3.0994 -2.5224 0.000
C 2.7901 -1.3949 -0.9677 0.000
C -0.4102 -3.0953 5.0227 0.000
C 0.9785 0.7352 -4.0602 0.000
C -2.0105 1.8052 3.3589 0.000
C -3.1003 0.7468 3.5463 0.000
C -4.5562 1.3697 -2.1393 0.014
C -1.5275 -3.5910 2.8455 0.000
C 2.0882 -0.1115 -3.4386 0.000
C 0.9471 -3.2474 2.9223 0.000
C -0.5887 -2.6965 -4.5287 0.000
C -0.3938 -2.8097 3.5160 0.000
C 3.8164 2.5662 -2.1380 0.000
C -2.7579 -1.7171 -4.3523 0.000
C -1.8613 2.6208 4.6530 0.000
C 2.5381 1.1159 2.8955 0.000
C -2.4030 2.7549 2.2253 0.002
C 3.9657 1.1282 -1.6450 0.000
C 3.9151 0.5091 2.6070 0.000
C 2.1568 2.1077 1.7930 0.000
C -0.3217 -2.0815 -5.6846 0.000
C -0.7735 -2.4858 -1.6308 0.000
C -2.4755 3.6915 -1.6328 0.001
C 4.0177 -2.0710 -1.5695 0.000
C -3.3182 1.2671 -1.2938 0.020
C 2.6150 1.8813 4.2256 0.000
C -2.2103 2.2380 -1.3710 0.007
C -1.2761 -1.1842 -6.3016 0.000
H 4.7777 3.0833 -2.1459 0.000
H 1.8076 -1.1651 -3.4952 0.000
H 4.3337 1.1203 -0.6139 0.000
H -2.2153 3.9536 -2.6607 0.001
H -3.3476 3.2629 2.4384 0.000
H -2.8504 -2.8102 -2.1112 0.000
H -1.8146 -4.1865 -2.5359 0.000
H 3.4021 2.6380 4.1775 0.000
H 0.4211 -2.5934 5.5219 0.000
H 2.8580 2.9472 1.7503 0.000
H -3.1591 -0.4820 -5.9109 0.000
H -3.5197 3.9411 -1.4550 0.000
H 0.0362 0.5224 -3.5530 0.000
H 3.0292 0.0108 -3.9839 0.000
H 4.1897 -0.1784 3.4094 0.000
H 0.7524 2.1151 -1.1395 0.000
H -1.8449 4.2895 -0.9760 0.000
H 2.9079 -1.2897 0.1163 0.000
H -1.6192 3.5021 2.0844 0.000
H 1.7572 -2.6352 3.3227 0.000
H 0.1412 -3.3312 -4.0461 0.000
H 2.1622 1.6067 0.8233 0.000
H -1.5067 -3.4251 1.7668 0.000
H -2.7867 3.1502 4.8958 0.000
H 1.1483 -4.2987 3.1505 0.000
H -4.6153 0.4917 -2.7853 0.000
H -1.0595 3.3528 4.5340 0.000
H 3.4153 2.5919 -3.1533 0.000
H -2.4878 -3.2533 3.2407 0.000
H 1.6676 2.3845 4.4331 0.000
H -3.2201 0.1552 2.6361 0.000
H -4.0571 1.2160 3.7913 0.000
H -1.3409 -2.7260 5.4591 0.000
H 1.1498 2.4812 1.9863 0.000
H -4.5446 2.2666 -2.7539 0.002
H -2.5085 2.1872 1.3014 0.002
H 0.9357 -3.1433 1.8343 0.000
H -2.8255 0.0623 4.3512 0.000
H 4.6945 0.5910 -2.2569 0.000
H 3.8839 -0.0543 1.6712 0.000
H 1.9020 -2.0164 -1.1099 0.000
H 3.9312 -2.1556 -2.6551 0.000
H -0.3338 -4.1686 5.2137 0.000
H 1.1822 1.8039 -3.9616 0.000
H 4.6843 1.2819 2.5247 0.000
H -1.6059 1.9645 5.4869 0.000
H 4.1348 -3.0785 -1.1661 0.000
H 3.1340 3.1292 -1.4977 0.000
H 2.8320 1.2012 5.0513 0.000
H 4.9320 -1.5189 -1.3470 0.000
H -1.4274 -4.6643 3.0278 0.000
H 0.8675 0.5115 -5.1242 0.000
H -5.4444 1.3826 -1.5038 0.000
```

The multiplicity is 2. For the molar mass, the calculation gives 797.801 g mol⁻¹. Its total charge is -1. Its energy above the lowest of the compared OMol25 structures with the same formula, charge and spin is 0.0 kcal per mole. The calculation puts the HOMO energy (alpha / beta) at -0.165 / -0.165 hartree.


DFT (ωB97M-V/def2-TZVPD) results for a molecular structure, C28H53N2O4PReS2Si3 in a non-equilibrium geometry.

Structure (XYZ):
```
94
Properties=species:S:1:pos:R:3:lowdin_spin:R:1
Re 0.3450 -0.2334 -0.3489 0.775
S -5.0153 0.4147 0.8947 0.001
S -5.7540 3.6389 -1.5226 0.000
P -0.5723 -2.4265 -0.3263 0.037
Si 2.3739 -0.2730 1.7461 0.003
Si 3.5630 -1.1007 -1.0671 0.016
Si 3.0285 1.8779 -0.4897 0.014
O -5.9240 4.9877 -1.1246 0.000
O 0.6442 -0.1012 1.7968 0.001
O -6.6841 2.7870 -0.5360 0.002
O -5.9604 3.1944 -2.8606 0.000
N -0.1851 1.9435 -0.1063 0.033
N 0.2644 -0.2613 -2.3351 0.000
C -0.8254 -3.3516 -1.8674 0.004
C -4.1211 3.1153 -1.0597 0.000
C 2.7669 -2.0092 2.2627 0.001
C 3.8105 -0.5383 -2.8363 0.000
C -0.0311 -1.3866 -5.6438 -0.003
C -6.0924 0.1509 -0.3811 0.028
C -0.2057 -0.2809 2.9378 0.000
C 3.1312 0.8688 2.9948 0.000
C -0.1538 -3.7009 0.8862 0.009
C 2.3659 2.4527 -2.1654 0.000
C -6.0766 1.1096 2.1737 0.000
C -2.2709 -1.8932 0.0908 0.001
C -3.4119 2.3206 -1.9436 0.000
C -0.0315 -1.3197 -7.0231 0.000
C -3.5746 3.5101 0.1519 0.000
C 0.4429 1.0530 -6.9260 0.000
C -1.5739 2.3109 -0.4039 0.005
C 0.2029 -0.1043 -7.6584 -0.004
C 2.5368 3.1782 0.7926 0.003
C 5.2116 -1.2232 -0.1720 0.005
C 0.2256 -0.2652 -3.4909 -0.011
C 2.4012 0.0950 -0.0986 0.046
C 4.8917 1.9892 -0.5121 0.002
C 0.4508 1.0041 -5.5455 -0.003
C 0.2114 -0.2200 -4.9087 -0.001
C -2.2936 3.0969 0.4868 -0.001
C -2.1240 1.9185 -1.6130 0.001
C 2.8837 -2.8428 -1.2141 0.010
H 4.1436 1.1555 2.6986 0.000
H -1.2785 -2.6985 -2.6135 0.000
H -6.8171 0.3778 2.4884 0.000
H -7.1270 -0.1121 -0.1890 0.001
H 5.1191 3.0504 -0.6555 0.000
H 2.8879 -0.5882 -3.4182 0.000
H 3.8470 -2.1715 2.2677 0.000
H -3.8577 2.0483 -2.8903 0.000
H -2.9405 -2.7555 0.0754 -0.001
H 0.1993 -0.0593 -8.7392 0.000
H 2.9679 -3.4184 -0.2926 0.000
H -1.5020 -4.1864 -1.6793 0.000
H 5.3854 1.4417 -1.3114 0.000
H 1.7033 3.3205 -2.0855 0.000
H 4.2241 0.4625 -2.9495 0.000
H 0.7827 -4.1787 0.6001 0.000
H 0.4313 2.5204 -0.6791 0.004
H 2.3841 4.1309 0.2776 0.000
H -2.3183 -1.4401 1.0809 0.001
H 3.2197 0.3417 3.9473 0.000
H -2.6380 -1.1681 -0.6409 0.001
H 5.3422 1.6933 0.4364 0.000
H 2.3192 -2.7692 1.6276 0.001
H 3.3683 3.3316 1.4814 0.000
H -1.8476 3.4182 1.4212 0.000
H 4.5156 -1.2333 -3.3010 0.000
H 0.0153 2.2113 0.8547 0.000
H 0.1106 -3.7451 -2.2588 0.000
H 3.4951 -3.3550 -1.9629 0.000
H 3.2071 2.7835 -2.7789 0.000
H -0.2093 -2.3248 -5.1352 0.000
H -0.0421 -3.2703 1.8798 0.000
H -0.2564 -1.3334 3.2190 0.000
H -1.2030 0.0814 2.6929 0.000
H -0.2141 -2.2109 -7.6067 0.000
H 1.6574 2.9981 1.4123 0.000
H -5.4384 1.3639 3.0177 0.000
H 5.2214 -0.7611 0.8168 0.000
H 1.8564 -2.8807 -1.5708 0.006
H 0.6403 1.8940 -4.9593 0.000
H -4.1399 4.1516 0.8159 0.000
H 0.1886 0.2972 3.7727 0.000
H 1.8529 1.6703 -2.7230 0.000
H -6.5553 2.0143 1.7983 0.000
H 6.0104 -0.7563 -0.7487 0.000
H -6.4638 1.9302 -0.7864 0.001
H 2.4257 -2.1698 3.2896 0.000
H -5.6512 -0.2514 -1.2855 0.001
H 5.4770 -2.2747 -0.0414 0.000
H 2.5674 1.7846 3.1591 0.000
H 0.6233 1.9902 -7.4335 0.000
H -1.5442 1.3449 -2.3183 0.000
H -0.9400 -4.4569 0.9089 0.001
```

The multiplicity is 2. For the molar mass, the calculation gives 847.315 g mol⁻¹. Its total charge is +2. Its energy above the lowest of the compared OMol25 structures with the same formula, charge and spin is 14.1 kcal per mole. The calculation puts the HOMO energy (alpha / beta) at -0.420 / -0.413 hartree.